[1]
{
  "formula": "C27H33NO3",
  "method": "ωB97M-V with the def2-TZVPD basis set",
  "elements": ["C", "H", "O", "C", "C", "C", "C", "C", "C", "H", "H", "C", "C", "C", "C", "C", "C", "C", "O", "C", "H", "H", "H", "H", "H", "H", "H", "H", "C", "C", "N", "H", "C", "C", "C", "C", "C", "C", "C", "H", "H", "O", "C", "C", "H", "H", "H", "C", "H", "H", "H", "H", "H", "H", "H", "H", "H", "H", "H", "H", "H", "H", "H", "H"],
  "positions_angstrom": [[-2.095872, 4.001085, -1.131334], [-2.721340, 3.654105, -1.960232], [-0.793541, 3.479274, -1.213167], [-0.635061, 2.119235, -1.191673], [-1.663223, 1.200224, -1.028782], [-1.374111, -0.152649, -0.999903], [-0.078688, -0.630601, -1.139502], [0.938557, 0.300053, -1.319809], [0.669594, 1.653220, -1.336326], [1.460884, 2.375493, -1.464402], [1.959100, -0.024798, -1.451951], [0.137607, -2.121968, -1.126480], [-0.111478, -2.719830, -2.494371], [0.171704, -2.027224, -3.658063], [-0.039312, -2.596258, -4.903712], [-0.541338, -3.879136, -4.989992], [-0.829428, -4.595281, -3.839318], [-0.614097, -4.027372, -2.590860], [-0.861720, -4.666053, -1.405872], [-1.419733, -5.954601, -1.438161], [-2.390749, -5.963137, -1.944255], [-1.556711, -6.242006, -0.396332], [-0.751389, -6.673443, -1.924293], [-1.218983, -5.597163, -3.930995], [-0.713068, -4.335578, -5.953663], [0.187300, -2.037562, -5.799124], [0.557359, -1.021286, -3.587087], [-0.592994, -2.555633, -0.437572], [1.521391, -2.573582, -0.633343], [1.827087, -2.076895, 0.776907], [0.760952, -2.432981, 1.692862], [0.662547, -3.443697, 1.726132], [0.960720, -1.907017, 3.032389], [0.930355, -0.401024, 3.012293], [-0.059610, 0.262929, 2.304050], [-0.086570, 1.643210, 2.226553], [0.889082, 2.397490, 2.870406], [1.873628, 1.732493, 3.603220], [1.894543, 0.355265, 3.666020], [2.676029, -0.138361, 4.226812], [2.623573, 2.323896, 4.105056], [0.992693, 3.752907, 2.853979], [0.108305, 4.531702, 2.058584], [0.816124, 5.860031, 1.807582], [1.017543, 6.355818, 2.753655], [0.194845, 6.502769, 1.190520], [1.760574, 5.686132, 1.299382], [-1.224327, 4.751565, 2.777078], [-1.705158, 3.803041, 3.004449], [-1.051158, 5.278053, 3.712901], [-1.888910, 5.345961, 2.155228], [-0.055060, 4.031785, 1.095145], [-0.869075, 2.111260, 1.651798], [-0.808720, -0.315099, 1.786218], [1.913086, -2.243084, 3.483117], [0.142399, -2.281632, 3.657512], [1.899992, -0.986616, 0.780675], [2.807174, -2.479960, 1.097119], [2.300974, -2.232577, -1.316668], [1.530734, -3.666058, -0.640701], [-2.184280, -0.855716, -0.866927], [-2.687650, 1.521033, -0.917532], [-1.984948, 5.082827, -1.193230], [-2.578150, 3.743024, -0.182012]],
  "forces_ev_per_a": [[-0.2, 0.1, 0.0], [0.0, 0.0, 0.0], [0.3, -0.2, 0.0], [0.1, -0.1, -0.1], [-0.2, 0.3, 0.0], [0.2, 0.0, 0.0], [-0.2, 0.0, 0.2], [-0.1, 0.0, 0.0], [-0.1, 0.3, 0.0], [0.1, 0.1, 0.0], [0.1, -0.1, 0.0], [0.1, -0.2, -0.1], [-0.1, -0.2, 0.2], [0.0, -0.1, 0.0], [0.0, 0.0, -0.2], [0.0, 0.1, -0.1], [-0.1, -0.2, 0.2], [0.1, 0.1, -0.1], [0.2, 0.4, -0.1], [-0.1, -0.2, 0.0], [0.1, 0.0, 0.0], [0.0, 0.0, -0.1], [0.0, 0.0, 0.0], [0.0, -0.1, 0.0], [0.0, 0.0, -0.1], [0.0, 0.0, -0.1], [0.0, 0.1, 0.0], [0.1, 0.1, -0.1], [-0.2, 0.2, 0.3], [0.2, -0.1, -0.2], [-0.1, -0.3, 0.0], [0.0, 0.1, 0.0], [0.0, -0.1, 0.1], [0.0, 0.0, 0.1], [0.1, -0.1, 0.2], [-0.1, 0.3, 0.0], [0.2, -0.3, 0.2], [-0.1, 0.3, -0.1], [-0.1, 0.0, -0.1], [0.1, -0.1, 0.0], [0.1, 0.1, 0.0], [0.1, 0.0, 0.1], [-0.3, 0.4, -0.2], [-0.1, -0.5, 0.0], [0.0, 0.1, 0.1], [-0.1, 0.1, -0.1], [0.1, 0.0, -0.1], [0.4, -0.3, -0.1], [-0.1, -0.1, 0.0], [0.0, 0.1, 0.1], [-0.1, 0.1, -0.1], [0.0, 0.0, 0.1], [-0.1, 0.1, 0.0], [-0.1, 0.0, -0.1], [-0.1, 0.1, 0.0], [0.1, 0.0, 0.0], [0.1, -0.1, 0.0], [-0.1, 0.1, 0.0], [0.0, -0.1, -0.1], [0.1, 0.0, -0.1], [-0.1, -0.1, 0.0], [-0.1, 0.1, 0.0], [-0.1, -0.1, 0.0], [0.0, 0.0, 0.0]],
  "mulliken_charge": [-0.914, 0.402, -0.468, 0.682, -0.608, -0.613, -0.514, 0.259, -0.979, 0.465, 0.432, 0.869, -0.050, -0.403, -1.061, -0.675, -0.672, 0.718, -0.346, -1.023, 0.382, 0.255, 0.377, 0.413, 0.391, 0.404, 0.408, 0.824, -1.496, -0.613, -0.039, 0.252, -1.265, 0.178, -0.635, 0.187, 0.567, -0.618, -0.827, 0.337, 0.434, -0.499, 1.460, -1.693, 0.389, 0.390, 0.410, -1.452, 0.325, 0.415, 0.370, -0.341, 0.612, 0.433, 0.377, 0.347, 0.345, 0.428, 0.346, 0.436, 0.448, 0.466, 0.251, 0.318],
  "e_lumo_ev": 0.73,
  "gap_ev": 8.67,
  "homo_energy_ha": -0.2917,
  "smiles": "COc1ccc([C@H](CCNCc2ccc(OC(C)C)cc2)c2ccccc2OC)cc1"
}

---

[2]
{
  "formula": "C27H33NbO3",
  "method": "ωB97M-V with the def2-TZVPD basis set",
  "elements": ["C", "C", "O", "Nb", "C", "O", "O", "H", "H", "H", "H", "H", "H", "H", "H", "H", "C", "C", "C", "C", "C", "C", "H", "H", "H", "H", "H", "H", "C", "C", "C", "C", "C", "C", "H", "H", "H", "H", "H", "H", "C", "C", "C", "C", "C", "C", "H", "H", "H", "H", "H", "H", "C", "C", "C", "C", "C", "C", "H", "H", "H", "H", "H", "H"],
  "positions_angstrom": [[5.589783, -2.490305, -1.606587], [5.184546, -1.675073, -2.824810], [5.010910, -0.295943, -2.603202], [6.563750, 0.867373, -1.947743], [8.202663, -0.309959, -2.980960], [8.451315, 0.220332, -4.091878], [8.738809, -1.352895, -2.544786], [5.374159, -1.954268, -0.702636], [4.983955, -3.395872, -1.583138], [6.621791, -2.794794, -1.655706], [4.211722, -2.070027, -3.140353], [5.845594, -1.869045, -3.655343], [6.264348, 2.083401, -3.309021], [5.456266, 1.964955, -0.910131], [6.784901, -0.007610, -0.332628], [7.908373, 1.957890, -1.354066], [1.792912, -2.434811, -1.207119], [0.645722, -2.020365, -1.867232], [-0.539040, -2.726092, -1.710444], [-0.579971, -3.845288, -0.890338], [0.570138, -4.264327, -0.235968], [1.755894, -3.560299, -0.396647], [2.717595, -1.881871, -1.328393], [0.677159, -1.141669, -2.497839], [-1.434126, -2.397376, -2.225012], [-1.507819, -4.390949, -0.761057], [0.541087, -5.137777, 0.403746], [2.654107, -3.883260, 0.112540], [-3.654402, -1.150133, -0.491453], [-4.384076, -1.985759, -1.324016], [-5.569290, -1.538039, -1.889904], [-6.018698, -0.250583, -1.631340], [-5.283984, 0.587099, -0.804572], [-4.103965, 0.134615, -0.232703], [-2.730049, -1.497572, -0.048093], [-4.027658, -2.986520, -1.532037], [-6.141818, -2.191796, -2.535232], [-6.940334, 0.100692, -2.077403], [-5.630614, 1.593049, -0.605841], [-3.530474, 0.783922, 0.416503], [-0.797605, 2.366055, -0.320853], [0.444957, 2.291273, 0.292255], [0.856379, 3.304325, 1.145632], [0.021718, 4.385292, 1.393378], [-1.222508, 4.458539, 0.782188], [-1.630716, 3.450205, -0.079637], [-1.117208, 1.577979, -0.991065], [1.095133, 1.447928, 0.101864], [1.829604, 3.250673, 1.613951], [0.343601, 5.173792, 2.061277], [-1.872278, 5.303486, 0.974639], [-2.598167, 3.508302, -0.564133], [-3.572369, 0.063439, 4.835579], [-3.005662, 0.620074, 3.698580], [-3.255019, 1.946394, 3.376423], [-4.065313, 2.717493, 4.196645], [-4.630286, 2.161881, 5.335746], [-4.386487, 0.833745, 5.653544], [-3.378785, -0.971617, 5.084570], [-2.368187, 0.020368, 3.062240], [-2.815257, 2.380476, 2.486233], [-4.255525, 3.753359, 3.947340], [-5.261044, 2.764771, 5.976495], [-4.830159, 0.398718, 6.539953]],
  "forces_ev_per_a": [[-0.3, -0.6, -0.4], [-1.2, 0.0, -0.1], [1.6, 0.1, 0.6], [-1.4, -1.0, -3.3], [1.3, -0.6, 1.4], [-1.0, 0.7, 0.0], [0.0, -0.6, 0.0], [0.1, 0.4, 0.5], [-0.1, -0.4, 0.0], [0.5, 0.2, 0.2], [-0.3, 0.0, -0.2], [0.5, 0.0, -0.3], [-0.3, 0.8, 0.6], [0.4, 0.1, 0.6], [-0.1, 0.5, 0.4], [0.2, 0.0, 0.0], [0.2, 0.1, 0.0], [-0.1, 0.0, 0.0], [-0.1, 0.0, 0.0], [0.0, 0.0, 0.0], [0.0, 0.0, 0.0], [0.0, 0.0, 0.0], [0.0, 0.0, 0.0], [0.0, 0.0, 0.0], [0.0, 0.0, 0.0], [0.0, 0.0, 0.0], [0.0, 0.0, 0.0], [0.0, 0.0, 0.0], [0.1, -0.1, 0.0], [0.0, 0.0, 0.0], [0.0, 0.0, 0.0], [0.0, 0.0, 0.0], [0.0, 0.0, 0.0], [0.0, 0.1, 0.1], [0.0, 0.0, 0.0], [0.0, 0.0, 0.0], [0.0, 0.0, 0.0], [0.0, 0.0, 0.0], [0.0, 0.0, 0.0], [0.0, 0.0, 0.0], [-0.1, -0.1, 0.0], [0.0, -0.1, 0.0], [0.0, 0.0, 0.1], [0.0, 0.0, 0.0], [0.0, 0.0, 0.0], [-0.1, 0.0, 0.0], [0.0, 0.0, 0.0], [0.1, 0.0, 0.0], [0.0, 0.0, 0.0], [0.0, 0.0, 0.0], [0.0, 0.0, 0.0], [0.0, 0.0, 0.0], [0.0, 0.0, 0.0], [0.0, 0.0, 0.0], [0.0, 0.0, -0.1], [0.0, 0.0, 0.0], [0.0, 0.0, 0.0], [0.0, 0.0, 0.0], [0.0, 0.0, 0.0], [0.0, 0.0, 0.0], [0.1, 0.0, 0.0], [0.0, 0.0, 0.0], [0.0, 0.0, 0.0], [0.0, 0.0, 0.0]],
  "mulliken_charge": [-0.984, -0.447, -0.736, -0.814, 0.561, -0.623, -0.626, 0.317, 0.268, 0.359, 0.471, 0.357, -0.017, -0.026, -0.018, 0.021, -0.569, -0.650, -0.209, -0.413, -0.322, -0.528, 0.650, 0.475, 0.406, 0.318, 0.363, 0.418, -0.636, -0.303, -0.499, -0.331, -0.570, -0.044, 0.443, 0.368, 0.359, 0.356, 0.372, 0.471, -0.315, -0.600, -0.565, -0.303, -0.375, -0.423, 0.451, 0.577, 0.437, 0.366, 0.368, 0.372, -0.367, -0.515, 0.058, -0.569, -0.312, -0.421, 0.364, 0.452, 0.261, 0.373, 0.352, 0.347],
  "e_lumo_ev": 3.22,
  "charge": -2,
  "gap_ev": 2.58,
  "homo_energy_ha": 0.0234
}

---

[3]
{
  "formula": "C27H33NiO2",
  "method": "ωB97M-V with the def2-TZVPD basis set",
  "elements": ["O", "C", "C", "H", "H", "C", "H", "H", "C", "H", "H", "H", "C", "H", "H", "H", "Ni", "C", "C", "C", "H", "C", "C", "H", "H", "H", "H", "C", "C", "C", "H", "C", "C", "H", "H", "H", "H", "O", "C", "C", "H", "H", "C", "H", "H", "C", "H", "H", "H", "H", "C", "C", "C", "C", "C", "C", "C", "C", "H", "H", "H", "H", "H"],
  "positions_angstrom": [[2.402259, 1.760809, -1.841000], [0.980184, 2.083712, -2.107860], [1.280220, 2.326509, -3.586284], [0.722846, 2.969105, -1.542774], [0.296755, 1.252059, -1.886003], [2.620491, 1.602691, -3.262416], [1.407818, 3.387414, -3.806440], [0.644418, 1.794049, -4.285009], [3.921395, 2.192156, -3.753114], [4.058306, 3.238522, -3.456421], [3.883572, 2.165336, -4.847811], [4.783722, 1.580089, -3.447505], [2.541259, 0.129166, -3.628585], [1.526637, -0.252690, -3.463135], [3.224153, -0.504890, -3.044186], [2.795381, 0.014814, -4.690059], [-1.003056, -1.174418, 0.484495], [-2.327760, -2.868655, -1.854156], [-2.783803, -2.377612, -0.617482], [-2.578073, -0.925147, -0.584826], [-3.261078, -2.961728, 0.164529], [-1.949267, -0.586003, -1.877609], [-1.834623, -1.771314, -2.631448], [-1.495996, -1.852016, -3.665313], [-2.429622, -3.894804, -2.208380], [-3.138913, -0.236237, 0.046648], [-1.784061, 0.430482, -2.234219], [0.496164, -3.363534, 0.924844], [1.012029, -3.550005, -0.369445], [1.402083, -2.284662, -0.905856], [1.158344, -4.507051, -0.868999], [1.123501, -1.271225, 0.051039], [0.560267, -1.941192, 1.243621], [0.606443, -1.512979, 2.241437], [0.021985, -4.110736, 1.564288], [1.929229, -2.134831, -1.845143], [1.471188, -0.241203, 0.038351], [1.329741, 3.678510, 0.123813], [2.414845, 4.326381, -0.612732], [2.524411, 5.808292, -0.236853], [2.241114, 4.221661, -1.694652], [3.352186, 3.779041, -0.412592], [1.568711, 5.978367, 0.953582], [2.234254, 6.446061, -1.080191], [3.555471, 6.029825, 0.040782], [1.033129, 4.553428, 1.234910], [0.731536, 6.629665, 0.688270], [2.065768, 6.387948, 1.837203], [-0.046246, 4.553769, 1.445048], [1.534769, 4.168273, 2.138614], [-1.929158, -1.884448, 1.955906], [-2.430048, -2.615301, 2.835762], [-3.054945, -3.340296, 3.879052], [-2.370363, -4.192062, 4.787662], [-3.054447, -4.758025, 5.865445], [-4.429323, -4.550531, 6.012279], [-5.120088, -3.744107, 5.104390], [-4.447711, -3.178724, 4.026964], [-1.313753, -4.420211, 4.647695], [-2.531766, -5.356925, 6.617368], [-4.957559, -4.978274, 6.860793], [-6.182898, -3.543487, 5.246423], [-5.002024, -2.602813, 3.287288]],
  "forces_ev_per_a": [[-0.9, -0.1, -0.3], [0.5, 0.1, 0.1], [0.6, -0.6, 0.4], [-0.5, -0.4, -0.1], [0.4, 0.1, 0.0], [-0.2, -0.3, 0.0], [-0.1, -0.1, -0.2], [-0.1, 0.2, -0.3], [0.1, 0.1, -0.3], [0.0, -0.2, 0.1], [0.1, 0.1, 0.0], [-0.2, 0.3, 0.1], [-0.1, -0.3, -0.2], [0.2, 0.0, 0.0], [-0.1, 0.4, -0.1], [-0.1, -0.1, 0.1], [0.0, -0.4, -0.5], [-0.3, 1.0, 0.1], [0.1, 0.4, -0.9], [-0.9, -0.2, -2.5], [0.2, 0.2, -0.2], [-1.2, -0.7, 0.5], [-0.3, 0.1, 0.5], [0.2, 0.1, 0.4], [0.2, 0.3, 0.2], [0.1, -0.1, -0.2], [0.1, -0.3, 0.1], [0.4, 0.4, -0.6], [0.2, 0.5, 0.5], [-0.1, -0.2, 0.7], [-0.3, 0.3, 0.1], [0.3, -0.8, 0.9], [2.3, -0.4, -0.7], [0.0, -0.2, -0.1], [0.3, 0.3, -0.3], [-0.4, 0.0, 0.1], [0.1, -0.2, -0.1], [0.7, 2.4, 0.4], [0.3, -0.7, -0.3], [-0.2, -0.2, 0.2], [-0.1, -0.1, 0.5], [-0.4, 0.2, 0.1], [-0.5, -0.3, -0.2], [0.1, -0.1, 0.2], [-0.1, 0.1, -0.1], [0.3, -0.3, 0.6], [0.2, 0.0, 0.1], [-0.1, 0.0, -0.1], [0.3, -0.2, -0.3], [-0.1, -0.1, -0.2], [-1.8, -1.5, 3.4], [1.5, 1.6, -1.9], [-0.4, -0.5, 0.4], [-0.4, 0.2, 0.0], [-0.3, 0.0, -0.2], [0.1, 0.3, 0.2], [0.2, -0.2, 0.0], [-0.1, -0.2, 0.4], [-0.2, 0.3, 0.0], [-0.1, 0.1, -0.4], [0.1, 0.0, -0.1], [0.2, -0.2, -0.1], [0.3, 0.0, 0.2]],
  "mulliken_charge": [-0.506, 0.429, -0.833, 0.455, -0.638, 1.693, 0.309, 0.357, -1.742, 0.304, 0.405, 0.394, -1.478, 0.155, 0.333, 0.481, -0.105, -0.732, -0.417, -0.272, 0.485, -0.806, -0.683, 0.407, 0.411, 0.656, 0.662, -0.318, -0.992, -0.084, 0.383, -1.070, -0.360, 0.695, 0.373, 0.301, 0.914, -0.389, 0.171, -0.654, -0.112, 0.252, -0.522, 0.280, 0.302, -0.621, 0.212, 0.298, 0.344, 0.285, -2.808, 2.663, 0.044, -0.453, -0.413, -0.360, -0.550, -0.307, 0.383, 0.329, 0.340, 0.328, 0.395],
  "e_lumo_ev": [2.44, 2.44],
  "charge": -1,
  "gap_ev": [5.72, 6.33],
  "multiplicity": 3,
  "homo_energy_ha": [-0.1204, -0.1428]
}